Entry 1:
A cluster of 2 separate species, C6H11O3Si in total at a distorted geometry. Source: OMol25; level of theory: ωB97M-V/def2-TZVPD.

Structure (XYZ):
```
21
Properties=species:S:1:pos:R:3:forces:R:3
C 3.21726 0.63362 -0.12659 -1.242 -0.445 0.546
H 2.14920 -3.07122 -0.77608 0.120 0.008 -0.126
H 0.70548 -3.46343 0.14677 -0.177 -0.037 -0.021
H 1.74060 2.41605 1.36518 0.648 -0.268 0.270
C -1.29882 3.32994 -0.52591 -0.059 0.016 -0.079
H -0.67676 -0.76802 1.72921 0.129 0.013 0.283
O 3.74331 1.31491 0.71842 0.566 0.863 0.997
H -1.33473 0.07151 0.34704 -0.073 0.278 -0.099
H -1.25537 2.81657 -1.48715 -0.122 0.050 -0.057
Si 0.88312 -0.95953 -0.24240 -0.883 -1.329 0.045
H -1.35080 4.40656 -0.70063 -0.096 -0.045 -0.058
H -1.42508 -1.67590 0.43259 -0.165 -0.282 -0.122
H -2.20157 3.01357 -0.00101 -0.055 0.035 -0.071
H 2.11792 -2.79670 0.95425 0.062 0.053 0.160
O 1.84105 0.15753 0.34765 1.042 0.744 0.454
C 0.85524 2.70542 0.87931 -0.438 0.306 -0.203
C -0.79856 -0.81898 0.65346 0.548 -0.016 -0.293
C -0.11896 2.99764 0.24994 0.022 0.114 0.187
C 1.51868 -2.74600 0.04773 -0.090 0.519 -0.124
H 0.58601 -0.85069 -1.68662 -0.039 0.051 -0.236
O 3.49764 0.24649 -1.23318 0.302 -0.629 -1.454
```
Positions in Å, forces in eV/Å.

Properties
**Charge**: -1
**Spin multiplicity**: 1
**Largest force on an atom**: 1.61 eV Å⁻¹
**Energy relative to the best compared isomer or geometry (same formula, charge and spin)**: 0.00 kcal per mole

---

Entry 2:
An isolated molecule of C6H11OP at a distorted geometry. Source: OMol25; level of theory: ωB97M-V/def2-TZVPD.

Structure (XYZ):
```
19
Properties=species:S:1:pos:R:3:forces:R:3
H -0.39065 2.45334 -0.67148 0.112 -0.819 -0.094
C 0.54226 0.52124 -1.09290 -2.114 2.519 0.767
O -1.82053 -1.75331 0.50977 -0.760 -0.616 -1.166
C -0.22353 -1.28403 2.36673 0.280 1.548 1.611
H -0.11711 -2.34387 2.31054 -0.164 -0.754 0.368
H 1.57391 -0.97271 0.10403 0.198 -0.201 -0.507
C -0.28829 1.38431 -0.39463 -0.078 -0.234 -1.213
H -1.18490 1.41316 1.64399 0.258 -0.530 -0.624
H 0.71855 -0.84045 2.57987 1.091 0.320 0.714
H 1.24976 2.00638 -2.61531 0.016 0.504 0.279
H 0.74142 0.46193 -3.32439 -0.156 0.293 0.855
H -0.97031 -0.89040 3.12255 0.756 -0.852 -0.952
H -2.36451 0.90377 0.46911 0.946 -0.237 -0.477
C 1.18271 0.95401 -2.42417 1.766 -3.078 0.732
C -1.27030 0.84427 0.68125 1.121 2.371 0.299
H 2.21993 0.44715 -2.37285 -1.112 1.249 -0.400
P -0.70967 -0.81241 0.76733 -2.124 -2.196 -0.490
H 0.46602 -1.63484 -1.19504 0.121 -0.471 0.125
C 0.64526 -0.85754 -0.46438 -0.156 1.184 0.171
```
Positions in Å, forces in eV/Å.

Properties
**Structure (SMILES)**: CC1=CC[P@@](C)(=O)C1
**Spin multiplicity**: 1
**Largest force on an atom**: 3.62 eV Å⁻¹
**Energy relative to the best compared isomer or geometry (same formula, charge and spin)**: 12.91 kcal per mole